The following is a DFT calculation (the ωB97M-V functional and the def2-TZVPD basis) of C29H40AsO4RuSSb as an isolated structure at a distorted geometry.

Charge: +4
Spin multiplicity: 1
LUMO (spin up / spin down), eV: -13.91 / -13.92
Frontier orbital gap (spin up / spin down), eV: 5.617 / 5.608
HOMO (spin up / spin down), eV: -19.52 / -19.52

```
77
Properties=species:S:1:pos:R:3:forces:R:3:mulliken_charge:R:1
Ru 0.252 0.003 -0.033 0.5172 0.9374 0.0243 -0.3060
C 0.208 -2.678 1.214 0.1014 0.1838 -0.0595 -0.4597
C -0.215 -1.781 2.363 -0.0658 -0.1229 -0.0390 -0.3801
O -0.124 -0.357 1.946 0.0068 -0.2300 -0.1700 -0.4349
C -1.217 0.463 2.533 -0.1376 -0.0423 -0.0647 -0.5028
C -1.772 1.431 1.503 0.1532 0.1487 -0.0204 -0.2252
O -1.756 0.721 0.249 -0.1059 -0.0732 -0.0674 -0.2456
C -2.092 1.494 -0.920 0.0665 0.0504 0.0301 -0.1387
C -1.770 0.622 -2.131 -0.0742 -0.0813 0.0992 -0.5454
O -0.637 -0.295 -1.837 -0.0861 -0.2524 0.0744 -0.2677
C -0.971 -1.709 -2.172 -0.0531 -0.0980 0.0715 -0.4560
C -0.191 -2.635 -1.266 0.1137 0.1971 0.0051 -0.5195
O -0.299 -2.015 0.033 -0.3491 -0.0908 0.0502 -0.2205
H -0.254 -3.663 1.300 0.0012 0.0035 0.0867 0.4919
H 1.286 -2.779 1.133 0.0272 -0.0485 0.0147 0.0557
H 0.409 -1.917 3.244 0.0168 0.0062 -0.0181 0.3744
H -1.255 -1.972 2.614 -0.0073 0.0235 0.0188 0.5160
H -0.814 0.976 3.404 0.0287 0.0303 -0.0277 0.3009
H -1.993 -0.230 2.846 0.0035 -0.0140 0.0295 0.5147
H -1.162 2.333 1.400 -0.0919 -0.0687 0.0549 0.1174
H -2.796 1.707 1.761 -0.0011 -0.0263 0.0488 0.5137
H -1.498 2.409 -0.908 -0.0546 0.0012 -0.0338 0.0337
H -3.154 1.743 -0.906 -0.0069 -0.0251 -0.0273 0.5576
H -1.488 1.218 -2.997 0.0436 0.0293 0.0288 0.3075
H -2.617 -0.006 -2.391 -0.0046 0.0017 -0.0197 0.4985
H -0.753 -1.862 -3.227 0.0186 -0.0228 0.0104 0.3328
H -2.035 -1.831 -1.982 -0.0067 0.0129 -0.0326 0.5990
H 0.859 -2.719 -1.548 -0.0204 -0.0325 -0.0099 0.0837
H -0.646 -3.626 -1.238 -0.0351 0.0051 -0.0862 0.4755
C 3.309 -2.414 -0.244 0.0263 0.0350 -0.0787 -1.4372
As 2.610 -0.634 -0.584 0.0590 -0.0193 0.0533 0.9875
C 2.819 -0.390 -2.493 0.0585 0.0128 0.0283 -1.1847
C 3.974 0.429 0.269 0.0248 0.0498 -0.0086 -0.8174
H 4.296 -2.437 -0.712 -0.0184 0.0213 -0.0085 0.4855
H 2.713 -3.210 -0.682 0.0027 -0.0154 0.0273 0.4112
H 3.440 -2.578 0.824 -0.0205 0.0123 0.0040 0.5159
H 3.879 -0.265 -2.714 -0.0064 -0.0164 0.0158 0.4830
H 2.267 0.487 -2.825 0.0151 -0.0037 0.0187 0.3397
H 2.463 -1.272 -3.025 -0.0359 0.0012 0.0105 0.3668
H 4.943 0.077 -0.088 -0.0246 -0.0453 0.0130 0.5530
H 3.919 0.296 1.348 -0.0111 -0.0152 0.0018 0.4106
H 3.855 1.481 0.027 -0.0031 -0.0086 -0.0146 0.0012
S 1.027 2.061 -0.103 -0.0577 -0.5076 -0.0936 0.0193
Sb 2.112 4.576 -0.161 0.0408 0.2554 0.0173 1.8194
C 2.077 4.937 -2.196 -0.0417 -0.0079 0.0566 0.8113
C 1.289 6.002 -2.647 -0.0926 0.0372 0.1472 -0.5869
C 1.369 6.377 -3.978 0.0127 -0.0158 -0.0057 -0.7860
C 2.213 5.690 -4.842 0.0148 -0.0004 -0.0235 -0.5343
C 2.986 4.622 -4.389 -0.0210 0.0460 -0.0328 -0.7298
C 2.926 4.240 -3.063 0.1142 -0.1469 0.1394 -0.5394
C 0.685 5.538 0.983 0.0529 0.0206 -0.0150 1.0098
C 1.101 6.162 2.164 0.1784 -0.0519 -0.0283 -0.5256
C 0.197 6.947 2.861 -0.0521 0.0144 -0.0043 -0.7690
C -1.101 7.095 2.389 -0.0066 0.0126 0.0226 -0.5778
C -1.513 6.466 1.215 0.0109 0.0089 0.0319 -0.8226
C -0.623 5.684 0.503 0.0256 -0.0867 -0.1501 -0.5008
C 3.965 4.280 0.698 -0.0305 -0.0101 -0.0476 0.4464
C 4.082 3.917 2.045 -0.1756 -0.0082 0.0367 -0.2787
C 5.337 3.882 2.620 0.0449 -0.0015 -0.0169 -0.7566
C 6.461 4.207 1.860 0.0112 0.0029 0.0050 -0.5403
C 6.340 4.560 0.521 0.0115 -0.0159 0.0376 -0.7912
C 5.090 4.593 -0.075 -0.0909 0.0512 -0.1362 -0.4920
H 0.646 6.554 -1.972 -0.0073 0.0116 -0.0056 0.4729
H 0.782 7.210 -4.340 -0.0024 0.0084 0.0178 0.4581
H 2.280 5.995 -5.878 -0.0095 -0.0084 0.0005 0.4487
H 3.646 4.107 -5.075 0.0098 -0.0145 0.0155 0.4545
H 3.548 3.425 -2.706 -0.0076 0.0054 -0.0146 0.5011
H 2.119 6.069 2.523 0.0006 0.0037 0.0118 0.4735
H 0.508 7.454 3.764 0.0144 -0.0144 0.0041 0.4631
H -1.800 7.715 2.935 0.0047 0.0029 -0.0061 0.4568
H -2.522 6.608 0.853 -0.0021 -0.0096 -0.0136 0.4806
H -0.935 5.216 -0.424 -0.0056 0.0028 0.0056 0.3383
H 3.208 3.677 2.641 0.0023 0.0110 0.0160 0.4865
H 5.450 3.618 3.663 -0.0157 -0.0017 0.0083 0.4746
H 7.439 4.194 2.323 -0.0009 -0.0050 -0.0009 0.4633
H 7.218 4.822 -0.053 -0.0063 0.0027 -0.0134 0.4676
H 4.998 4.894 -1.112 0.0118 -0.0021 0.0010 0.4993
```
Positions in Å, forces in eV/Å.

=====

The following is a DFT calculation (the ωB97M-V functional and the def2-TZVPD basis) of C29H40BaN3O2PS as an isolated structure.

Spin multiplicity: 1
LUMO, eV: 0.13
ΔE to the lowest compared entry with this formula, charge and spin, eV: 0.185
Frontier orbital gap, eV: 7.262
HOMO, eV: -7.13

```
77
Properties=species:S:1:pos:R:3:forces:R:3:mulliken_charge:R:1
Ba 0.488 -0.415 0.355 -0.0894 -0.2088 0.0109 1.4782
N -0.886 -3.538 -0.044 0.0425 0.0117 0.0521 -0.4326
C 0.322 -4.084 -0.696 0.0258 0.0130 -0.0076 -0.2263
C 1.333 -2.967 -0.487 -0.0081 -0.0111 -0.0819 0.3429
O 1.673 -2.750 0.710 0.0258 0.0534 0.0582 -0.7385
O 1.545 -2.166 -1.430 0.0033 0.0474 0.0487 -0.7782
H -0.823 -3.696 0.955 -0.0119 -0.0123 -0.0016 0.1789
H -1.726 -3.994 -0.375 -0.0087 0.0280 -0.0128 0.1995
H 0.128 -4.214 -1.758 -0.0002 -0.0004 -0.0008 0.3072
H 0.666 -5.025 -0.261 -0.0062 0.0012 0.0027 0.2910
C 3.503 3.549 -1.120 -0.0203 -0.0053 -0.0193 -1.6140
C 2.802 3.714 0.227 0.0101 -0.0379 0.0232 0.6043
C 3.645 3.106 1.344 0.0009 -0.0010 -0.0008 -1.6118
P 1.109 2.940 0.193 0.0206 0.0553 -0.0470 0.5007
C 0.320 3.923 -1.186 0.0075 0.0863 0.0105 0.6724
C 0.435 5.446 -1.137 0.0102 -0.0207 0.0018 -1.8345
C -1.135 3.531 -1.413 -0.0355 -0.0467 0.0268 -1.5108
C 0.430 3.484 1.805 0.0309 0.0094 -0.0116 2.1759
C 0.510 4.828 2.194 -0.0259 -0.0001 0.0314 -0.5401
C 0.204 5.273 3.467 -0.0020 -0.0025 -0.0238 0.1585
C 0.307 6.726 3.848 0.0013 0.0035 -0.0024 -1.7601
C -0.163 4.302 4.404 0.0034 -0.0261 0.0052 -1.0468
C -0.252 2.970 4.065 0.0092 0.0412 0.0032 -0.5490
C 0.004 2.512 2.749 0.0435 0.0189 0.0234 -1.0068
N -0.229 1.203 2.389 0.0349 0.0159 0.0353 -0.1712
C -0.132 0.221 3.412 -0.1494 0.0057 -0.1022 -1.1409
C -1.249 -0.527 3.826 0.1028 0.0037 -0.0003 0.7865
C -2.624 -0.227 3.302 -0.0293 0.0033 -0.0193 -0.8959
C -1.090 -1.529 4.778 0.0566 -0.0644 0.0200 -1.2032
C 0.143 -1.835 5.336 -0.0763 -0.0197 0.0128 0.7894
C 0.290 -2.920 6.367 -0.0023 -0.0096 -0.0083 -1.5660
C 1.242 -1.107 4.905 0.0431 0.0317 -0.0271 -1.1459
C 1.128 -0.098 3.959 -0.0014 -0.0433 -0.0031 1.8516
C 2.351 0.654 3.520 0.0342 -0.0193 0.0143 -0.9947
H 4.531 3.912 -1.055 0.0019 0.0032 0.0079 0.4553
H 3.009 4.101 -1.919 0.0082 0.0010 -0.0065 0.3186
H 3.545 2.496 -1.413 0.0003 -0.0004 0.0011 0.3049
H 2.682 4.780 0.438 -0.0047 0.0042 0.0074 0.2109
H 3.829 2.045 1.159 0.0072 -0.0058 0.0010 0.2320
H 3.160 3.207 2.314 -0.0012 -0.0006 0.0113 0.2419
H 4.616 3.603 1.395 -0.0036 0.0067 -0.0048 0.5331
H 0.887 3.570 -2.054 0.0291 -0.0269 0.0141 0.5145
H -0.218 5.860 -0.368 -0.0037 0.0008 0.0029 0.3354
H 0.113 5.865 -2.094 -0.0059 -0.0029 0.0001 0.4839
H 1.451 5.796 -0.953 -0.0048 0.0002 -0.0054 0.3730
H -1.762 3.910 -0.603 -0.0121 -0.0117 -0.0037 0.2069
H -1.269 2.451 -1.486 0.0067 -0.0007 0.0114 0.2217
H -1.500 3.972 -2.343 0.0051 0.0191 -0.0018 0.5282
H 0.858 5.561 1.476 0.0052 0.0042 -0.0172 0.1429
H 0.561 7.339 2.984 -0.0001 -0.0011 -0.0001 0.3684
H 1.075 6.887 4.607 0.0001 -0.0047 0.0017 0.3271
H -0.634 7.100 4.256 -0.0010 -0.0003 -0.0016 0.3434
H -0.384 4.602 5.423 -0.0014 -0.0007 -0.0027 0.3277
H -0.549 2.246 4.814 0.0014 -0.0134 -0.0056 0.5325
H -2.943 0.768 3.620 -0.0462 0.0465 -0.0399 0.2493
H -3.347 -0.950 3.682 0.0156 0.0175 0.0499 0.4391
H -2.670 -0.267 2.214 0.0037 -0.0205 -0.0013 0.0365
H -1.965 -2.088 5.095 -0.0049 0.0040 -0.0047 0.3019
H -0.658 -3.428 6.542 0.0013 0.0010 -0.0013 0.3748
H 0.633 -2.514 7.321 0.0033 0.0027 -0.0021 0.3178
H 1.019 -3.667 6.050 0.0023 0.0004 -0.0019 0.3474
H 2.225 -1.340 5.304 -0.0009 0.0091 -0.0004 0.4238
H 3.259 0.150 3.852 -0.0073 0.0022 0.0006 0.4430
H 2.355 1.672 3.915 0.0083 0.0190 0.0029 0.2533
H 2.396 0.757 2.433 0.0043 0.0237 -0.0014 -0.1121
S -2.576 0.014 -0.541 -0.0291 0.0186 0.0216 -0.2225
C -3.202 1.461 0.102 0.0331 0.0330 -0.0511 0.4481
N -2.603 2.081 1.145 -0.0623 0.0955 -0.0124 1.1259
C -3.028 3.242 1.689 -0.0428 -0.0016 -0.0198 0.1229
C -4.131 3.875 1.200 0.0138 -0.0222 -0.0094 -0.7395
C -4.803 3.275 0.118 0.0101 0.0068 0.0140 -0.2312
C -4.353 2.101 -0.418 -0.0174 -0.0317 0.0076 -0.8954
H -1.751 1.635 1.570 0.0611 -0.0817 0.0315 -0.7773
H -2.431 3.618 2.509 0.0014 0.0000 0.0015 0.1980
H -4.464 4.805 1.635 -0.0034 0.0005 -0.0012 0.4855
H -5.683 3.751 -0.297 0.0019 0.0000 -0.0065 0.3816
H -4.849 1.629 -1.253 -0.0122 0.0062 0.0035 0.4569
```
Positions in Å, forces in eV/Å.

=====

The following is a DFT calculation (the ωB97M-V functional and the def2-TZVPD basis) of C29H41BBeCl5F5Mg2NO9P as an isolated structure at a distorted geometry.

Charge: +2
Spin multiplicity: 1
LUMO, eV: -10.72
Frontier orbital gap, eV: 1.204
HOMO, eV: -11.93

```
95
Properties=species:S:1:pos:R:3:forces:R:3:mulliken_charge:R:1
C 0.308 -0.915 -2.804 -0.8940 -0.7200 0.3882 -1.0084
C -0.153 -0.866 -1.197 0.1866 0.0911 -1.4791 0.2720
C -0.565 0.692 -0.896 1.0744 0.7201 0.6865 -0.1199
C -0.947 1.021 0.666 -1.8124 -1.4583 2.1960 0.3066
C -2.056 0.314 1.374 1.8645 1.4066 0.0044 0.6504
C -3.010 -0.867 0.696 1.1463 0.6700 1.4048 -0.5005
C -2.466 -2.354 1.219 -5.4057 -4.2783 -2.7086 0.2635
O -3.334 -3.398 1.194 5.8898 6.1756 0.9563 -0.5064
O -1.110 -2.609 1.727 -1.8538 -0.5693 -0.2779 -0.2549
C -2.411 0.727 2.924 -3.0497 -0.7592 1.5825 -0.5263
O -3.657 0.636 3.410 6.5984 0.3145 -2.6782 -0.6148
C -1.134 1.213 3.885 0.1678 -0.0584 -2.5161 0.3794
P -1.245 0.735 5.729 -1.6076 -0.1540 0.5530 0.7036
C 0.424 -0.006 6.283 0.8267 -1.2551 -1.2887 -0.4629
C 0.481 -1.541 5.618 0.1091 0.3316 0.0128 -0.5419
C -1.838 2.165 6.843 -0.0011 1.2081 1.9478 -0.5164
C -0.688 2.705 7.922 -0.2828 0.5602 0.3925 -0.9081
C -0.021 1.937 3.214 -1.0406 -1.2725 -1.0331 -0.9878
C -0.157 2.188 1.566 1.7539 3.6123 -2.8313 0.1439
O 0.351 3.247 0.926 -2.7794 -6.3730 3.9571 -0.4512
H 1.437 -0.610 -2.956 -2.5453 -0.5854 0.2524 0.2197
H -0.436 -0.252 -3.438 1.6752 -1.1844 1.3028 0.2874
H 0.100 -2.033 -3.137 0.8466 2.4143 0.4664 0.2924
H 0.741 -1.275 -0.562 -1.6573 1.0352 -0.9344 0.0880
H -1.029 -1.640 -1.107 1.4883 1.6613 0.0165 -0.2018
H 0.400 1.350 -1.146 -2.0902 -1.4108 0.5629 0.4240
H -1.404 1.073 -1.631 1.5771 -0.9961 1.7380 -0.2517
H -4.102 -0.767 1.156 2.3335 -0.3177 -1.0782 0.3830
H -3.001 -0.813 -0.476 -0.0108 -0.3668 2.3873 0.3426
H -1.078 -3.584 2.003 0.3613 0.6237 -1.3512 0.4412
H 0.481 -0.141 7.446 0.1151 0.7926 -2.3185 0.3616
H 1.341 0.561 5.812 -1.3249 -0.6773 1.4391 0.2135
H 0.260 -2.371 6.427 0.5875 1.5871 -1.8715 0.3626
H -0.377 -1.641 4.793 1.1160 0.1352 1.2422 -0.3434
H 1.496 -1.756 5.070 -1.4099 0.1880 1.3336 0.2251
H -2.327 3.072 6.272 1.1313 -1.9708 0.7853 0.3308
H -2.705 1.721 7.533 1.7972 0.5686 -1.8537 0.3489
H 0.060 3.472 7.417 -1.4143 -1.9086 1.1313 0.2374
H -0.116 1.820 8.457 -1.0317 1.9488 -1.2836 0.2222
H -1.256 3.284 8.798 1.1971 -1.2580 -2.0473 0.3510
H 0.913 2.286 3.833 -1.9366 0.1127 -1.2662 0.7267
Cl -1.796 3.479 -6.597 0.5624 0.2598 1.1886 -0.1068
C -0.866 3.956 -5.221 0.1446 0.6462 -2.2720 0.6421
C -1.105 3.446 -3.939 0.2433 -0.4870 2.9017 0.3770
Cl -2.343 2.284 -3.619 0.2306 0.4991 -0.5533 -0.1519
C -0.323 3.878 -2.863 -1.0583 -0.8043 -0.6061 -0.4330
C 0.695 4.812 -3.063 1.0816 -1.2916 1.5212 -0.3530
C 0.937 5.316 -4.341 0.1736 0.1513 -2.5837 -0.1541
C 0.157 4.889 -5.418 0.5964 0.5000 0.3905 -0.5773
H -0.503 3.489 -1.863 -0.0128 0.1030 -0.2308 0.6649
H 1.299 5.146 -2.223 -0.2193 0.0764 -0.0870 0.0744
H 1.731 6.041 -4.499 -0.1663 -0.1727 0.0335 0.4613
H 0.352 5.288 -6.410 -0.1415 -0.1830 0.1915 0.4600
F 2.805 3.378 -3.557 -1.5504 0.9572 0.1090 -0.3820
Mg -2.211 -2.356 3.423 -0.6793 1.4345 2.4116 0.8291
C -0.038 -6.430 -0.013 -0.1549 0.1815 0.1233 -1.5875
C 1.111 -5.798 0.756 -0.4370 -0.3394 -0.2232 1.0312
C 2.345 -6.686 0.738 -0.1034 0.6216 1.0590 -1.3887
O 0.710 -5.574 2.105 -0.0921 0.2040 0.1607 -0.5117
H -0.328 -7.387 0.434 0.0370 -0.0007 -0.0348 0.4951
H -0.923 -5.785 0.019 0.1053 -0.0694 -0.1599 0.2778
H 0.234 -6.601 -1.059 -0.1560 0.0802 -0.1508 0.4067
H 1.354 -4.822 0.320 0.0241 -0.1075 0.1783 0.0551
H 2.139 -7.652 1.212 -0.0459 -0.1831 0.1697 0.4388
H 3.160 -6.224 1.306 0.1509 -0.1976 -0.3044 0.4033
H 2.689 -6.864 -0.285 0.8446 0.8911 -0.2762 0.3726
H 0.493 -6.434 2.500 0.0255 0.3073 -0.0192 0.3669
C 3.223 -3.161 -2.474 0.6449 -0.4904 -0.3248 0.8785
O 4.071 -4.017 -2.675 0.3338 -0.3485 -0.0097 -0.4046
O 3.377 -1.948 -2.658 0.5159 1.2397 -0.2228 -0.2795
O 2.079 -3.376 -2.057 -1.4315 -0.6286 0.7577 -0.3542
Mg 0.927 -0.083 3.173 -0.3302 0.1687 0.2676 0.6994
C -0.012 -0.533 -8.269 -0.2602 -0.7199 -0.6335 0.0998
O 0.847 -1.404 -8.288 -0.9158 0.6597 -0.0354 -0.5937
N -1.191 -0.556 -8.984 1.1113 0.3773 0.9454 0.1338
C -2.158 0.519 -8.906 0.0486 -0.2882 -0.1926 -0.2831
C -1.471 -1.688 -9.842 0.2577 -0.2440 -0.0347 -0.9331
H 0.100 0.373 -7.650 -0.1016 0.1027 -0.0170 0.2623
H -3.107 0.113 -8.544 -0.0658 0.2291 -0.0469 0.3770
H -2.297 0.943 -9.905 -0.1569 0.1275 0.1547 0.3839
H -1.820 1.305 -8.226 0.0614 -0.2253 -0.1243 -0.3764
H -1.483 -2.599 -9.236 -0.0171 -0.0021 -0.2282 0.2909
H -0.677 -1.774 -10.590 -0.1816 -0.1503 0.0322 0.2998
H -2.436 -1.565 -10.341 0.1947 0.0677 0.1486 0.3779
B 2.935 2.316 8.648 0.8763 0.7111 1.0072 0.6326
F 4.299 2.537 9.102 -1.9763 -0.4221 -0.7995 -0.3666
F 2.691 3.101 7.449 -0.0517 -0.9515 0.7935 -0.4161
F 2.746 0.906 8.350 -0.2095 0.9629 -0.1071 -0.4037
F 2.006 2.721 9.690 0.8538 -0.6259 -1.4456 -0.3992
Be 1.935 -8.180 -0.808 -0.2883 -1.1476 -0.6901 0.2660
C 1.492 6.391 0.917 0.1565 0.0968 0.4331 0.3872
Cl -0.109 6.711 0.227 0.0358 -0.1159 -0.0299 -0.1408
Cl 2.726 6.380 -0.355 -0.0689 -0.0762 0.0647 -0.1454
Cl 1.887 7.593 2.157 -0.1016 -0.2999 -0.2844 -0.1069
H 1.473 5.405 1.387 -0.0321 0.3326 -0.2375 0.0229
```
Positions in Å, forces in eV/Å.